Entry 1:
The following is a quantum chemistry calculation of a 5-piece molecular cluster, C53H115N5O4 overall, from the Open Molecules 2025 dataset.

Geometry as ORCA input:
```
! wB97M-V def2-TZVPD RIJCOSX def2/J DEFGRID3
* xyz 0 1
C 4.307 -1.153 1.596
C 3.026 -0.289 1.027
C 3.477 1.233 0.609
C 2.985 1.672 -0.909
C 4.077 1.303 -2.085
C 4.449 -0.303 -2.179
C 3.172 -1.264 -2.548
C 2.945 -1.434 -4.173
C 3.688 -2.856 -4.609
C 2.606 -4.090 -4.617
C 2.778 -5.128 -3.320
C 2.191 -6.620 -3.682
C 1.051 -7.035 -2.531
C -0.419 -7.056 -3.256
C -1.584 -7.167 -2.084
C -2.345 -5.721 -1.786
C -3.684 -6.051 -0.850
C -4.437 -4.703 -0.292
C -6.052 -4.946 -0.125
C -6.854 -3.480 -0.036
C -8.445 -3.835 -0.213
O -9.324 -3.923 0.964
C -10.637 -4.272 0.328
O -11.671 -4.926 0.926
O -10.637 -3.726 -1.069
C -9.404 -2.875 -1.144
C -9.960 -1.453 -0.547
C -9.999 -0.213 -1.618
C -10.601 -0.587 -3.096
C -9.608 0.166 -4.207
N -8.222 -0.465 -4.281
C -8.192 -1.430 -5.445
C -8.895 -2.920 -5.439
O -7.588 -1.062 -6.597
H 4.429 -0.977 2.768
H 4.066 -2.292 1.387
H 5.290 -0.808 1.040
H 2.514 -0.880 0.136
H 2.224 -0.228 1.889
H 4.650 1.410 0.742
H 2.952 1.978 1.378
H 1.934 1.213 -1.175
H 2.859 2.845 -0.892
H 3.595 1.587 -3.130
H 5.091 1.913 -1.991
H 5.218 -0.406 -3.082
H 4.940 -0.737 -1.207
H 3.367 -2.322 -2.057
H 2.195 -0.781 -2.103
H 1.805 -1.408 -4.480
H 3.537 -0.543 -4.701
H 4.097 -2.762 -5.718
H 4.587 -3.041 -3.870
H 1.530 -3.596 -4.606
H 2.701 -4.735 -5.591
H 2.232 -4.603 -2.407
H 3.903 -5.247 -3.001
H 3.046 -7.432 -3.774
H 1.700 -6.549 -4.757
H 1.004 -6.251 -1.652
H 1.361 -8.072 -2.063
H -0.443 -7.961 -4.001
H -0.568 -6.074 -3.917
H -1.039 -7.509 -1.105
H -2.369 -7.973 -2.447
H -2.646 -5.153 -2.776
H -1.560 -5.042 -1.213
H -3.261 -6.634 0.093
H -4.398 -6.796 -1.404
H -4.177 -3.771 -0.977
H -4.013 -4.478 0.781
H -6.275 -5.476 0.903
H -6.463 -5.556 -1.062
H -6.625 -2.938 0.999
H -6.483 -2.871 -0.966
H -8.547 -4.891 -0.751
H -8.943 -2.812 -2.239
H -11.009 -1.528 -0.002
H -9.193 -1.128 0.308
H -10.740 0.600 -1.155
H -8.966 0.350 -1.753
H -11.673 -0.089 -3.268
H -10.743 -1.729 -3.305
H -9.430 1.270 -3.789
H -10.115 0.300 -5.258
H -7.973 -0.950 -3.390
H -9.957 -2.812 -5.924
H -8.238 -3.597 -6.152
H -8.957 -3.391 -4.346
C 4.559 -7.542 2.610
C 4.901 -6.852 1.291
N 5.700 -5.635 1.455
C 5.759 -4.809 0.246
C 6.444 -5.404 -0.980
C 6.964 -5.779 2.178
C 7.976 -6.787 1.641
H 4.085 -6.846 3.308
H 3.858 -8.364 2.428
H 5.446 -7.968 3.088
H 3.949 -6.589 0.817
H 5.393 -7.572 0.628
H 6.233 -3.848 0.484
H 4.731 -4.548 -0.037
H 7.530 -5.428 -0.864
H 6.233 -4.781 -1.856
H 6.091 -6.413 -1.206
H 6.737 -6.052 3.216
H 7.454 -4.800 2.261
H 7.523 -7.754 1.407
H 8.748 -6.967 2.395
H 8.484 -6.416 0.749
C 1.397 4.557 2.616
C 2.530 5.488 2.191
N 2.263 6.206 0.943
C 3.452 6.845 0.371
C 4.107 7.961 1.175
C 1.040 7.011 0.904
C 0.869 8.091 1.968
H 1.128 3.867 1.810
H 1.711 3.959 3.478
H 0.502 5.113 2.913
H 3.418 4.861 2.055
H 2.755 6.176 3.013
H 3.215 7.223 -0.632
H 4.206 6.065 0.201
H 3.518 8.881 1.145
H 5.086 8.198 0.745
H 4.270 7.683 2.220
H 0.181 6.332 0.972
H 0.936 7.473 -0.087
H 1.091 7.728 2.974
H -0.170 8.438 1.972
H 1.493 8.961 1.765
C -3.677 3.919 0.746
C -4.363 2.664 0.210
N -5.754 2.883 -0.195
C -6.503 1.641 -0.405
C -6.046 0.726 -1.536
C -5.984 3.929 -1.193
C -5.250 3.811 -2.525
H -4.260 4.373 1.553
H -2.692 3.660 1.149
H -3.524 4.666 -0.038
H -4.343 1.924 1.018
H -3.764 2.251 -0.608
H -7.565 1.876 -0.548
H -6.470 1.064 0.528
H -6.313 1.130 -2.515
H -6.545 -0.245 -1.447
H -4.969 0.541 -1.513
H -5.716 4.894 -0.745
H -7.060 4.018 -1.390
H -4.188 3.586 -2.401
H -5.319 4.761 -3.065
H -5.695 3.049 -3.166
C 7.860 9.108 8.172
C 7.003 8.006 7.554
N 6.123 8.478 6.482
C 5.086 7.511 6.109
C 5.543 6.189 5.504
C 6.770 9.165 5.363
C 7.862 8.413 4.608
H 7.243 9.949 8.505
H 8.394 8.717 9.045
H 8.611 9.482 7.470
H 6.387 7.596 8.362
H 7.654 7.194 7.213
H 4.374 7.987 5.424
H 4.497 7.284 7.007
H 5.889 6.314 4.475
H 4.701 5.490 5.472
H 6.336 5.715 6.087
H 7.204 10.099 5.740
H 6.009 9.495 4.645
H 8.586 7.940 5.277
H 8.416 9.113 3.975
H 7.447 7.650 3.949
*
```

## Properties
* structure (SMILES): CCCCCCCCCCCCCCCCCCCC[C@H]1OC(=O)O[C@H]1CCCCNC(C)=O.CCN(CC)CC.CCN(CC)CC.CCN(CC)CC.CCN(CC)CC
* molecular weight: 886.53 g/mol
* HOMO level: -8.152 eV
* frontier orbital gap: 8.43 eV

Entry 2:
The following is a quantum chemistry calculation of C31H41AsNO2PSiSn as an isolated structure, from the Open Molecules 2025 dataset.

Geometry as ORCA input:
```
! wB97M-V def2-TZVPD RIJCOSX def2/J DEFGRID3
* xyz 0 1
Sn -0.051 0.379 -1.194
Si 2.407 0.622 -2.209
P -0.424 0.573 -3.993
N -1.008 -1.340 -1.555
H 1.370 1.249 -0.461
C -2.217 0.641 -4.357
H -2.407 0.654 -5.443
H -2.670 1.532 -3.904
H -2.697 -0.243 -3.910
C 0.164 2.060 -4.908
H -0.216 2.037 -5.943
H 1.263 2.087 -4.926
H -0.193 2.975 -4.414
C 0.079 -0.822 -5.079
H -0.267 -0.628 -6.109
H -0.376 -1.750 -4.700
H 1.170 -0.935 -5.058
C 3.148 2.274 -1.691
H 2.654 2.686 -0.797
H 3.081 2.994 -2.520
H 4.211 2.092 -1.468
H 3.189 -0.459 -1.530
H 2.552 0.481 -3.691
C -0.703 -2.584 -1.780
C -1.457 -4.999 -1.859
C -1.702 -3.638 -1.630
C 0.609 -3.092 -2.217
C 0.865 -4.444 -2.474
C -0.163 -5.386 -2.282
H -2.261 -5.746 -1.710
H -2.694 -3.301 -1.305
H 1.410 -2.356 -2.341
H 1.864 -4.782 -2.822
H 0.051 -6.461 -2.469
C -2.042 3.053 -1.146
O -2.068 1.847 -1.708
C -2.277 3.001 0.385
H -1.522 3.637 1.031
H -2.109 1.977 0.878
H -3.366 3.376 0.355
C -0.906 4.013 -1.663
H -1.490 4.554 -2.433
H 0.070 3.601 -2.095
H -0.527 4.698 -0.861
O 0.516 -0.358 0.713
As 0.296 -0.186 2.396
C 1.914 -1.028 2.937
C 1.885 -2.176 3.746
C 3.083 -2.768 4.159
C 4.315 -2.236 3.759
C 4.339 -1.119 2.918
C 3.147 -0.525 2.490
C 0.116 1.683 2.869
C -0.979 2.118 3.619
C -1.117 3.469 3.969
C -0.124 4.392 3.590
C 1.000 3.941 2.914
C 1.146 2.594 2.569
C -1.313 -1.159 2.721
C -2.084 -1.633 1.658
C -3.248 -2.363 1.896
C -3.661 -2.629 3.206
C -2.897 -2.150 4.276
C -1.729 -1.416 4.038
H 0.934 -2.608 4.028
H 3.059 -3.659 4.788
H 5.242 -2.686 4.096
H 5.296 -0.712 2.581
H 3.178 0.304 1.794
H -1.740 1.405 3.946
H -1.987 3.809 4.518
H -0.235 5.446 3.858
H 1.796 4.650 2.650
H 2.040 2.248 2.061
H -1.775 -1.450 0.629
H -3.831 -2.724 1.051
H -4.568 -3.201 3.387
H -3.215 -2.352 5.298
H -1.144 -1.051 4.879
*
```

## Properties
* molecular weight: 712.37 g/mol
* HOMO level (alpha / beta): -5.281 / -5.301 eV
* frontier orbital gap (alpha / beta): 4.40 / 4.86 eV

Entry 3:
The following is a quantum chemistry calculation of a 2-piece molecular cluster, C5H8N2O overall, from the Open Molecules 2025 dataset.

Geometry as ORCA input:
```
! wB97M-V def2-TZVPD RIJCOSX def2/J DEFGRID3
* xyz 0 1
C -0.403 1.073 -3.436
C 0.943 0.192 1.863
C 0.721 0.386 0.290
C -0.372 -0.602 1.890
C -0.370 -0.560 0.407
N -0.205 -0.022 -3.023
N -1.040 -1.099 -0.528
O -0.493 2.060 -4.041
H 1.896 -0.154 2.095
H 0.847 1.193 2.264
H 0.095 1.262 0.109
H 1.633 0.282 -0.398
H -0.391 -1.632 2.242
H -1.142 -0.125 2.553
H -0.013 -0.494 -2.166
H -1.708 -1.761 -0.121
*
```

## Properties
* energy relative to the best compared isomer or geometry (same formula, charge and spin): 48.9 kcal/mol
* structure (SMILES): N=C1CCC1.N=C=O
* molecular weight: 112.13 g/mol
* HOMO level: -10.101 eV
* frontier orbital gap: 10.81 eV

Entry 4:
The following is a quantum chemistry calculation of one molecule with the formula C5H8N2, from the Open Molecules 2025 dataset.

Geometry as ORCA input:
```
! wB97M-V def2-TZVPD RIJCOSX def2/J DEFGRID3
* xyz 0 1
C 2.468 0.367 -0.876
N 1.205 -0.153 -0.317
C 0.064 0.804 -0.595
C -1.056 0.148 -0.517
C -2.206 -0.220 1.297
C -1.252 -0.919 0.279
N 1.041 -1.268 0.114
H 2.419 0.319 -1.969
H 3.295 -0.231 -0.504
H 2.570 1.415 -0.581
H 0.325 1.802 -0.903
H -3.182 -0.237 0.792
H -2.002 0.857 1.431
H -2.271 -0.699 2.266
H -1.419 -1.983 0.084
*
```

## Properties
* energy relative to the best compared isomer or geometry (same formula, charge and spin): 141.0 kcal/mol
* molecular weight: 96.13 g/mol
* HOMO level: -8.073 eV
* frontier orbital gap: 8.92 eV

Entry 5:
The following is a quantum chemistry calculation of C48H82B2Br33NO3S as an isolated structure, from the Open Molecules 2025 dataset.

Geometry as ORCA input:
```
! wB97M-V def2-TZVPD RIJCOSX def2/J DEFGRID3
* xyz 0 1
C 3.303 -4.361 -2.559
C 4.421 -3.286 -2.263
B 3.812 -1.843 -1.937
O 4.516 -0.634 -2.356
C 2.374 -1.752 -1.219
C 2.151 -2.053 0.163
C 0.867 -1.975 0.743
C -0.262 -1.599 -0.014
C -0.023 -1.300 -1.385
C 1.248 -1.359 -1.990
B 1.342 -0.965 -3.542
O 2.109 0.177 -3.840
O 0.711 -1.646 -4.550
C -0.139 -0.807 -5.374
S -1.492 -0.849 -2.327
C -2.660 -1.999 -1.620
C -3.614 -2.715 -2.439
C -4.465 -3.683 -1.862
Br -5.687 -4.760 -2.876
C -4.377 -3.901 -0.460
C -3.449 -3.180 0.345
C -2.540 -2.214 -0.208
N -1.580 -1.499 0.533
C -1.631 -1.774 1.976
H 3.788 -5.203 -3.093
H 2.831 -4.714 -1.646
H 2.585 -3.933 -3.284
H 5.002 -3.223 -3.211
H 5.099 -3.664 -1.478
H 4.249 -0.541 -3.297
H 2.951 -2.337 0.841
H 0.775 -2.228 1.802
H 1.796 0.921 -3.305
H -1.119 -1.314 -5.419
H 0.265 -0.636 -6.382
H -0.317 0.131 -4.816
H -3.652 -2.577 -3.527
H -5.023 -4.666 -0.014
H -3.440 -3.428 1.407
H -0.949 -1.050 2.460
H -1.326 -2.797 2.262
H -2.640 -1.524 2.346
Br 0.398 0.306 -10.147
C -0.483 1.964 -9.628
C -0.621 2.066 -8.132
Br -2.064 0.937 -7.477
H -1.437 1.993 -10.148
H 0.159 2.758 -10.008
H -0.897 3.078 -7.840
H 0.279 1.773 -7.598
Br 2.225 -6.168 4.106
C 2.515 -6.980 2.357
C 3.402 -6.138 1.479
Br 2.444 -4.604 0.747
H 1.531 -7.151 1.928
H 2.988 -7.939 2.566
H 3.731 -6.712 0.612
H 4.271 -5.744 1.999
Br -0.198 1.257 0.079
C -1.014 2.889 0.763
C -1.024 2.903 2.268
Br -2.415 1.746 2.988
H -2.007 2.954 0.324
H -0.398 3.703 0.382
H -1.265 3.894 2.641
H -0.084 2.573 2.704
Br 1.694 0.295 3.278
C 3.011 -0.514 4.465
C 3.016 -2.018 4.341
Br 1.499 -2.815 5.266
H 2.785 -0.167 5.470
H 3.967 -0.100 4.150
H 3.896 -2.438 4.825
H 2.974 -2.365 3.311
Br -3.503 -1.119 -10.495
C -3.147 -1.971 -12.207
C -2.244 -1.123 -13.063
Br -3.209 0.372 -13.855
H -4.110 -2.171 -12.668
H -2.663 -2.915 -11.961
H -1.867 -1.697 -13.907
H -1.407 -0.702 -12.511
Br -2.171 5.788 5.358
C -3.290 6.991 4.316
C -3.705 6.346 3.021
Br -2.240 6.340 1.739
H -2.726 7.910 4.180
H -4.160 7.194 4.939
H -4.503 6.913 2.545
H -4.023 5.313 3.140
Br -2.591 -5.620 2.703
C -2.665 -6.182 4.564
C -3.144 -5.071 5.464
Br -1.740 -3.761 5.780
H -1.673 -6.541 4.824
H -3.366 -7.015 4.581
H -3.397 -5.462 6.447
H -3.997 -4.530 5.063
Br -4.788 -1.168 -0.958
C -6.561 -0.313 -0.807
C -6.443 1.188 -0.773
Br -5.840 1.817 0.970
H -7.043 -0.722 0.080
H -7.110 -0.631 -1.694
H -7.414 1.658 -0.923
H -5.741 1.575 -1.507
Br 4.975 2.724 6.170
C 6.288 1.917 7.357
C 6.291 0.417 7.235
Br 4.772 -0.374 8.163
H 6.062 2.264 8.361
H 7.246 2.329 7.042
H 7.170 -0.005 7.719
H 6.249 0.071 6.205
Br -0.639 10.024 4.266
C -0.460 9.284 2.472
C 0.358 10.183 1.584
Br -0.672 11.724 0.989
H -1.465 9.116 2.101
H 0.036 8.326 2.610
H 0.642 9.661 0.672
H 1.249 10.567 2.071
Br 6.240 -1.852 3.020
C 7.339 -1.006 1.653
C 6.589 0.089 0.937
Br 5.305 -0.620 -0.370
H 7.675 -1.796 0.987
H 8.196 -0.602 2.191
H 7.274 0.694 0.347
H 6.029 0.732 1.612
Br 3.591 3.735 -1.474
C 3.852 3.070 -3.285
C 4.660 4.030 -4.115
Br 3.588 5.551 -4.690
H 2.866 2.878 -3.697
H 4.382 2.126 -3.165
H 4.992 3.553 -5.036
H 5.520 4.431 -3.587
Br -7.758 -7.446 -5.073
C -6.370 -8.143 -3.897
C -6.257 -9.640 -4.005
Br -7.699 -10.535 -3.050
H -6.607 -7.804 -2.893
H -5.450 -7.665 -4.230
H -5.342 -9.989 -3.530
H -6.288 -9.997 -5.031
Br -1.870 10.237 9.019
C -1.398 11.687 7.808
C -0.672 12.791 8.529
Br -1.897 13.885 9.574
H -2.319 12.017 7.337
H -0.753 11.231 7.058
H -0.215 13.476 7.817
H 0.088 12.425 9.214
Br -0.161 2.468 7.205
C -1.793 2.880 8.182
C -1.502 3.245 9.613
Br -1.102 1.669 10.684
H -2.445 2.016 8.085
H -2.235 3.724 7.655
H -2.379 3.691 10.079
H -0.658 3.921 9.716
Br 1.911 -7.143 -4.451
C 2.970 -6.276 -5.833
C 2.188 -5.190 -6.525
Br 0.906 -5.931 -7.789
H 3.310 -7.056 -6.508
H 3.828 -5.854 -5.311
H 2.849 -4.566 -7.124
H 1.627 -4.563 -5.836
*
```

## Properties
* molecular weight: 3411.71 g/mol
* HOMO level: -7.520 eV
* frontier orbital gap: 7.54 eV

Please write out number 3 again, unchanged.
The following is a quantum chemistry calculation of a 2-piece molecular cluster, C5H8N2O overall, from the Open Molecules 2025 dataset.

Geometry as ORCA input:
```
! wB97M-V def2-TZVPD RIJCOSX def2/J DEFGRID3
* xyz 0 1
C -0.403 1.073 -3.436
C 0.943 0.192 1.863
C 0.721 0.386 0.290
C -0.372 -0.602 1.890
C -0.370 -0.560 0.407
N -0.205 -0.022 -3.023
N -1.040 -1.099 -0.528
O -0.493 2.060 -4.041
H 1.896 -0.154 2.095
H 0.847 1.193 2.264
H 0.095 1.262 0.109
H 1.633 0.282 -0.398
H -0.391 -1.632 2.242
H -1.142 -0.125 2.553
H -0.013 -0.494 -2.166
H -1.708 -1.761 -0.121
*
```

## Properties
* energy relative to the best compared isomer or geometry (same formula, charge and spin): 48.9 kcal/mol
* structure (SMILES): N=C1CCC1.N=C=O
* molecular weight: 112.13 g/mol
* HOMO level: -10.101 eV
* frontier orbital gap: 10.81 eV

Q: Which formula does entry 1 have?
A: C53H115N5O4